{"formula": "C32H52F32O10S6", "method": "ωB97M-V/def2-TZVPD", "molar_mass_da": 1397.096, "gap_ev": 8.569, "homo_energy_ha": -0.313, "e_tot_ev": -206463.2672, "e_above_lowest_ev": 3.1642, "charge": 0, "species": ["C", "C", "C", "F", "F", "F", "F", "O", "C", "C", "F", "F", "F", "F", "H", "H", "H", "H", "C", "C", "C", "F", "F", "F", "F", "O", "C", "C", "F", "F", "F", "F", "H", "H", "H", "H", "C", "C", "C", "F", "F", "F", "F", "O", "C", "C", "F", "F", "F", "F", "H", "H", "H", "H", "C", "C", "C", "F", "F", "F", "F", "O", "C", "C", "F", "F", "F", "F", "H", "H", "H", "H", "C", "S", "O", "C", "H", "H", "H", "H", "H", "H", "C", "S", "O", "C", "H", "H", "H", "H", "H", "H", "C", "S", "O", "C", "H", "H", "H", "H", "H", "H", "C", "S", "O", "C", "H", "H", "H", "H", "H", "H", "C", "S", "O", "C", "H", "H", "H", "H", "H", "H", "C", "S", "O", "C", "H", "H", "H", "H", "H", "H"], "positions_angstrom": [[3.202830, -5.239874, -2.125854], [3.805410, -6.542384, -2.538084], [4.800070, -7.159814, -1.495174], [6.083580, -6.778814, -1.697624], [4.577400, -7.028094, -0.237384], [2.756470, -7.419354, -2.699864], [4.375950, -6.303124, -3.717974], [2.579120, -5.315254, -0.857434], [2.164220, -4.039064, -0.365024], [3.079290, -3.500214, 0.725276], [4.315260, -3.397994, 0.296946], [2.735060, -2.493114, 1.539906], [1.933710, -3.147604, -1.352564], [0.993620, -4.265234, 0.153816], [2.375410, -5.118794, -2.825014], [3.933970, -4.434264, -2.193124], [4.885110, -8.233014, -1.665764], [3.194860, -4.351464, 1.396176], [3.563490, -1.446394, -5.437214], [3.864360, -3.022744, -5.556884], [4.641520, -3.312084, -6.844874], [3.808100, -3.301034, -7.852384], [5.656890, -2.578434, -7.103294], [4.582580, -3.443564, -4.542414], [2.745210, -3.637594, -5.547054], [2.876980, -1.148354, -4.138324], [1.621390, -0.531454, -4.368954], [1.089950, -0.045094, -2.979244], [1.933080, 0.668186, -2.308924], [-0.050680, 0.519706, -3.035034], [1.864230, 0.515416, -5.205634], [0.814430, -1.420524, -4.906324], [3.139930, -1.102264, -6.380754], [4.589710, -1.079484, -5.418184], [4.952920, -4.350154, -6.961294], [0.986140, -0.986014, -2.438874], [0.043330, 3.936436, 6.610396], [0.294330, 4.545916, 7.981906], [1.265850, 5.748596, 7.867786], [1.852610, 6.074766, 9.079906], [2.216260, 5.651666, 6.937146], [-0.720690, 5.088086, 8.590436], [0.761960, 3.503736, 8.709066], [-0.242620, 4.839766, 5.515006], [-0.166230, 4.248966, 4.166376], [-0.546380, 5.235626, 3.136016], [-0.756330, 4.693096, 1.956186], [-1.503990, 6.107576, 3.428676], [1.088890, 3.689466, 4.023196], [-1.094800, 3.313886, 4.217056], [-0.707650, 3.146766, 6.633886], [0.975060, 3.418396, 6.383256], [0.762640, 6.661996, 7.550656], [0.318020, 5.877146, 2.964636], [-5.998350, -0.874104, -1.989804], [-4.619140, -0.399994, -1.743544], [-4.506840, 1.054466, -2.074624], [-5.535800, 1.830646, -1.735574], [-3.478500, 1.656456, -1.415214], [-4.272520, -0.560324, -0.463794], [-3.808920, -1.054044, -2.593974], [-6.511960, -0.841404, -3.329474], [-7.935190, -0.632404, -3.455784], [-8.294470, -0.412204, -4.917454], [-9.553670, 0.023186, -4.892954], [-7.578690, 0.405716, -5.660484], [-8.566510, -1.693424, -2.950604], [-8.270130, 0.468496, -2.781394], [-6.644120, -0.324154, -1.305224], [-6.018060, -1.908474, -1.646614], [-4.361880, 1.307706, -3.124834], [-8.377490, -1.375014, -5.421654], [-0.521570, 1.664786, 0.407426], [0.336090, 0.072376, 0.801336], [0.519260, 0.143176, 2.325626], [-0.962310, -1.171684, 0.492796], [0.195300, 2.411686, 0.066336], [-0.991220, 1.904246, 1.361466], [-1.364190, 1.495036, -0.262864], [-1.879800, -0.669294, 0.799256], [-0.698280, -2.093194, 1.011636], [-1.141050, -1.194484, -0.582204], [-2.617150, -2.779034, 3.929296], [-2.882890, -1.357874, 5.175116], [-2.201810, -1.970794, 6.400046], [-1.588320, -0.225444, 4.524046], [-2.559460, -2.336864, 2.934676], [-3.496070, -3.419464, 4.003056], [-1.875420, -3.522964, 4.219976], [-1.855290, 0.195136, 3.554546], [-0.612940, -0.702224, 4.427046], [-1.632730, 0.583256, 5.253526], [-0.901950, 7.026956, -2.597494], [-2.348530, 5.864906, -2.439704], [-2.137250, 4.828266, -3.539034], [-1.856510, 5.055246, -0.856864], [-1.018570, 7.912686, -1.973014], [-0.733240, 7.367596, -3.619054], [0.042720, 6.518156, -2.405604], [-2.674010, 4.393506, -0.570694], [-1.686990, 5.786316, -0.066354], [-0.972960, 4.447366, -1.051594], [2.435610, -0.602614, 7.999866], [1.489110, -0.548854, 6.468656], [0.851270, 0.848556, 6.372286], [2.922890, -0.571174, 5.244746], [1.861220, -0.425704, 8.909186], [3.308750, 0.041776, 8.102306], [2.804630, -1.614274, 8.168566], [3.730190, 0.105126, 5.525796], [2.463240, -0.171904, 4.340646], [3.439930, -1.480474, 4.938236], [-1.897990, -4.159534, -4.651094], [-0.666610, -3.952274, -3.218514], [-0.774270, -2.464044, -2.834054], [-1.635150, -4.925054, -2.031994], [-1.614270, -5.134654, -5.047014], [-1.746900, -3.394554, -5.412724], [-2.911820, -3.993164, -4.287004], [-1.122900, -5.098054, -1.085544], [-1.733250, -5.917034, -2.472954], [-2.646000, -4.531654, -1.924654], [3.346520, 5.120106, -2.030904], [1.937230, 4.409626, -1.061374], [1.369430, 5.587886, -0.266034], [2.834310, 3.427706, 0.276626], [4.087340, 5.653616, -1.435384], [3.085980, 5.774186, -2.863004], [3.836340, 4.296456, -2.550314], [3.141430, 2.471906, -0.147904], [2.204040, 3.085036, 1.097256], [3.737270, 3.952036, 0.589426]], "atomic_forces_ev_per_a": [[-0.865, 0.630, -0.369], [-0.595, 0.559, 2.052], [1.571, -2.963, -2.955], [0.435, 1.350, -0.612], [-1.486, 1.247, 2.621], [0.799, -0.171, -0.019], [0.514, -0.662, -0.436], [0.262, 1.941, 1.051], [0.077, -0.335, -1.445], [0.374, -3.306, 2.520], [1.904, 1.530, -1.583], [-0.593, 0.889, -1.167], [0.670, 0.076, -0.386], [-1.896, -0.370, 1.446], [0.347, 0.522, -0.530], [-0.001, -0.061, -0.035], [-0.735, -0.341, -0.478], [-0.819, -0.451, 0.287], [1.421, -1.870, 1.246], [0.861, 4.733, -0.913], [-0.966, -4.282, 0.692], [-2.539, 1.474, -2.519], [2.434, 2.761, -0.026], [1.313, -0.520, 1.721], [-3.035, -2.368, -0.222], [-0.194, 0.105, -2.336], [2.804, 0.724, 1.255], [1.106, -5.164, -0.596], [2.197, 2.335, 0.819], [-3.095, 2.076, -0.699], [-0.913, -0.116, -0.245], [-0.839, 0.161, -0.811], [-0.682, 0.090, 0.504], [-0.214, 0.743, 0.478], [0.587, -0.507, 1.534], [-0.196, -0.304, 0.118], [0.229, -0.994, -1.576], [2.074, 0.355, -2.082], [0.243, 1.720, 0.605], [-0.282, -0.825, -0.610], [1.093, -1.145, -0.270], [-2.344, 0.269, 1.138], [0.129, 0.309, 0.374], [0.508, 0.613, -1.501], [0.100, -0.668, 5.683], [3.460, 3.423, -1.018], [-1.043, -1.579, -1.051], [-1.504, -0.396, 0.762], [-1.687, 0.734, -0.686], [-0.433, -1.828, -0.895], [-0.185, 0.162, 0.425], [0.069, -0.057, 0.079], [-0.915, -0.282, 0.316], [0.559, -0.011, 0.298], [-2.471, -1.433, 1.106], [-0.543, 1.187, -1.683], [1.479, 3.095, -1.236], [-1.955, -0.291, 0.788], [0.921, -0.713, 0.297], [0.075, -0.812, 0.406], [1.022, -0.509, 0.252], [-0.812, 0.696, -0.322], [3.772, 0.692, 0.636], [-1.073, -2.384, -0.795], [-1.334, 0.912, 0.125], [1.013, 0.788, 0.331], [-0.459, 0.098, -0.059], [-0.386, 0.037, 0.570], [-0.103, 0.117, -0.098], [0.027, -0.207, 0.012], [0.250, -0.946, -0.304], [0.632, -0.306, -0.007], [-0.681, -1.278, 0.413], [0.671, 0.330, 1.474], [-0.147, -0.205, -1.710], [-0.516, 1.972, -0.340], [-0.204, -0.209, 0.026], [0.329, 0.329, 0.151], [0.359, 0.106, -0.508], [-0.196, -0.500, 0.846], [-0.126, 0.165, -0.266], [0.613, -0.766, -0.242], [-1.444, 0.579, 0.465], [3.023, -2.444, 0.058], [-1.239, 0.976, -0.660], [-1.078, 0.033, 0.003], [0.281, -0.333, -0.035], [-0.547, 0.408, -0.201], [0.849, 0.979, 0.104], [-0.187, -0.129, -0.046], [-0.259, -0.033, 0.333], [0.523, -0.056, 0.015], [0.235, -0.318, -0.109], [1.330, -0.611, -0.950], [-0.301, 0.963, 1.273], [-0.198, 0.139, -0.609], [-0.059, -0.221, 0.224], [-0.931, -0.106, -0.240], [-0.214, -0.223, 0.682], [-0.107, 0.087, -0.118], [0.090, 0.020, -0.212], [0.050, 0.241, -0.004], [0.732, -0.415, 0.973], [-0.001, 1.589, -0.393], [1.303, -1.901, 0.059], [-0.159, 0.831, -0.056], [-0.712, 0.250, -0.472], [-0.107, 0.324, -0.657], [0.008, -0.276, -0.476], [-0.287, 0.300, 0.374], [-0.192, 0.066, -0.009], [-0.657, -0.593, 0.610], [1.121, 0.245, 0.891], [-1.431, 2.464, -0.357], [0.161, -2.238, -0.114], [-0.113, -0.562, -0.409], [-0.701, -0.097, -0.096], [0.581, 0.026, 0.222], [0.058, -0.585, 0.154], [0.069, 0.564, -0.071], [0.017, -0.111, -0.212], [0.193, 0.295, 0.172], [0.550, -0.835, -0.073], [0.174, 1.692, 1.911], [0.374, -1.190, -1.071], [0.531, -0.421, -1.432], [-0.260, -0.153, 0.401], [-0.946, 0.079, 0.380], [0.137, -0.325, 0.257], [0.228, 0.003, -0.467], [-0.417, 0.912, -0.025], [-0.313, 0.193, 0.193]], "mulliken_charge": [-0.611, 1.130, 0.043, -0.294, -0.190, -0.308, -0.252, -0.448, 0.874, -0.086, -0.283, -0.116, -0.082, -0.304, -0.017, 0.488, 0.225, 0.202, -1.155, 1.031, 0.076, -0.282, -0.253, -0.273, -0.293, -0.292, 0.707, 1.034, -0.212, -0.158, -0.307, -0.206, 0.486, 0.430, 0.316, -0.545, -0.799, 1.026, 0.125, -0.284, -0.246, -0.313, -0.280, -0.569, 1.057, -0.025, -0.010, -0.282, -0.250, -0.257, 0.371, 0.391, 0.205, 0.261, -1.140, 1.258, -0.110, -0.299, -0.253, -0.318, -0.281, -0.378, 0.923, 0.177, -0.267, -0.219, -0.281, -0.271, 0.422, 0.453, 0.288, 0.225, 0.116, 0.107, -0.264, -0.651, -0.608, 0.336, 0.175, 0.266, 0.423, 0.093, -0.658, 0.389, -0.627, -0.069, -0.005, 0.417, 0.310, 0.155, -0.045, 0.109, -0.589, 0.419, -0.617, -0.399, 0.332, 0.384, -0.079, 0.345, 0.370, -0.227, -1.089, 0.455, -0.490, -0.743, 0.378, 0.325, 0.391, 0.364, 0.005, 0.428, -1.190, 0.662, -0.672, -1.070, 0.432, 0.365, 0.356, 0.282, 0.436, 0.305, -1.097, 0.622, -0.638, -0.749, 0.331, 0.364, 0.366, 0.284, 0.097, 0.454]}